No. 1
{
  "formula": "C2H8N2",
  "method": "ωB97M-V/def2-TZVPD",
  "orbital_gap_ha": 0.3672,
  "e_tot_ev": -5182.85045,
  "total_charge": 0,
  "smiles": "[H]/N=C\\N.C",
  "e_homo_ev": -9.2,
  "max_force_ev_per_a": 2.79,
  "relative_energy_kcal_mol": 20.5,
  "symbols": ["N", "N", "C", "C", "H", "H", "H", "H", "H", "H", "H", "H"],
  "coordinates": [[1.084, 2.102, -0.207], [2.035, 0.735, 1.494], [2.064, 1.665, 0.490], [-2.459, -1.673, -1.017], [3.030, 1.676, -0.014], [-2.887, -2.164, -0.145], [-1.470, -1.990, -1.332], [-2.390, -0.617, -0.752], [2.727, 0.021, 1.625], [0.300, 1.450, -0.224], [1.131, 0.598, 1.919], [-3.164, -1.802, -1.836]],
  "lowdin_charge": [0.04, 0.07, -0.40, -0.05, 0.11, 0.01, 0.01, 0.01, 0.08, 0.02, 0.09, 0.01]
}

No. 2
{
  "formula": "C2H8N2",
  "method": "ωB97M-V/def2-TZVPD",
  "orbital_gap_ha": 0.3853,
  "e_tot_ev": -5181.93319,
  "total_charge": 0,
  "smiles": "C=NC.N",
  "e_homo_ev": -9.6,
  "max_force_ev_per_a": 3.34,
  "relative_energy_kcal_mol": 41.6,
  "symbols": ["N", "N", "C", "C", "H", "H", "H", "H", "H", "H", "H", "H"],
  "coordinates": [[-1.475, 1.533, 0.909], [3.330, -3.391, -0.136], [-1.581, 0.699, -0.238], [-1.477, 2.809, 0.821], [-1.716, 3.394, 1.727], [2.486, -2.790, -0.032], [3.117, -4.420, -0.183], [-0.682, 0.005, -0.373], [-1.496, 3.449, -0.004], [-1.419, 1.234, -1.262], [-2.651, 0.374, -0.207], [3.564, -2.895, -1.021]],
  "lowdin_charge": [-0.11, -0.04, -0.19, -0.07, 0.07, 0.00, 0.03, 0.09, 0.04, 0.08, 0.09, 0.01]
}

No. 3
{
  "formula": "C2H8N2O",
  "method": "ωB97M-V/def2-TZVPD",
  "multiplicity": 2,
  "orbital_gap_ha": [0.1000, 0.3332],
  "e_tot_ev": -7229.40572,
  "s_squared": 0.7503,
  "total_charge": -1,
  "e_homo_ev": [1.3, -5.2],
  "max_force_ev_per_a": 1.31,
  "relative_energy_kcal_mol": 32.5,
  "symbols": ["O", "N", "N", "C", "C", "H", "H", "H", "H", "H", "H", "H", "H"],
  "coordinates": [[0.419, 1.585, -0.521], [-1.911, -1.282, 0.672], [0.203, -0.722, 1.605], [-0.543, -1.284, 0.726], [1.479, 1.387, -1.397], [-2.392, -1.884, 0.007], [0.565, 1.274, 0.376], [-2.449, -1.009, 1.485], [1.477, 0.360, -1.773], [1.311, 2.000, -2.290], [-0.445, -0.288, 2.254], [-0.166, -1.855, -0.117], [2.451, 1.717, -1.026]],
  "lowdin_spin": [0.03, 0.21, 0.03, 0.27, 0.06, 0.17, 0.01, 0.13, 0.01, 0.00, 0.03, 0.05, 0.00]
}

No. 4
{
  "formula": "C2H8N2O",
  "method": "ωB97M-V/def2-TZVPD",
  "orbital_gap_ha": 0.3390,
  "e_tot_ev": -7230.66139,
  "total_charge": 0,
  "smiles": "NCNCO",
  "e_homo_ev": -8.4,
  "max_force_ev_per_a": 2.63,
  "relative_energy_kcal_mol": 38.4,
  "symbols": ["O", "N", "N", "C", "C", "H", "H", "H", "H", "H", "H", "H", "H"],
  "coordinates": [[-1.632, 0.537, 0.382], [0.778, 0.370, 0.586], [0.070, -1.595, -0.445], [1.163, -0.658, -0.339], [-0.408, 1.165, 0.096], [-2.322, 1.221, 0.341], [-0.705, -1.184, -0.966], [1.420, -0.252, -1.323], [-0.237, -1.862, 0.486], [0.523, -0.045, 1.476], [-0.331, 1.379, -0.973], [-0.368, 2.110, 0.642], [2.048, -1.184, 0.036]],
  "lowdin_charge": [-0.08, -0.05, 0.00, -0.34, -0.28, 0.10, 0.06, 0.11, 0.07, 0.10, 0.12, 0.11, 0.11]
}